(1)
A structure of composition C34H33N2O5SV. Source: OMol25; level of theory: ωB97M-V with the def2-TZVPD basis set.

CARTESIAN COORDINATES (ANGSTROEM)
V 0.511 0.917 -0.443
O -2.408 3.625 -1.587
C -1.272 3.002 -1.222
O -1.336 1.846 -0.679
C -0.038 3.627 -1.453
C 0.134 4.896 -2.051
C 1.396 5.386 -2.212
C 2.501 4.635 -1.754
C 2.281 3.408 -1.174
N 1.047 2.886 -1.027
C 3.490 2.700 -0.596
O 4.411 3.360 -0.192
O 3.534 1.368 -0.477
H -3.142 3.074 -1.280
H -0.737 5.447 -2.376
H 1.555 6.351 -2.672
H 3.510 5.011 -1.815
C -0.910 -1.485 -3.002
C 0.260 -1.969 -3.572
C 1.142 -1.096 -4.192
C 0.862 0.263 -4.232
C -0.302 0.751 -3.651
C -1.199 -0.127 -3.047
H -1.609 -2.170 -2.535
H 0.479 -3.029 -3.543
H 2.046 -1.477 -4.648
H 1.549 0.943 -4.721
H -0.528 1.810 -3.697
H -2.118 0.254 -2.623
O -0.726 -0.171 0.971
S -2.093 -0.716 0.552
C -3.292 0.463 1.137
C -2.960 1.386 2.114
C -3.919 2.302 2.515
C -5.185 2.285 1.941
C -5.499 1.358 0.957
C -4.543 0.440 0.542
C -2.357 -2.046 1.707
C -1.946 -1.932 3.029
C -2.164 -2.993 3.891
C -2.788 -4.150 3.431
C -3.192 -4.251 2.109
C -2.971 -3.194 1.234
H -1.959 1.410 2.524
H -3.679 3.037 3.271
H -5.928 3.005 2.257
H -6.482 1.352 0.507
H -4.767 -0.277 -0.239
H -1.475 -1.020 3.371
H -1.865 -2.917 4.928
H -2.961 -4.973 4.111
H -3.673 -5.153 1.755
H -3.268 -3.269 0.195
C 3.730 -2.386 2.618
N 2.292 -2.016 2.517
C 2.089 -0.579 2.864
C 1.685 -2.416 1.171
C 2.329 -1.700 0.024
C 3.332 -2.316 -0.679
C 3.943 -1.646 -1.788
C 3.619 -0.380 -2.104
C 2.679 0.400 -1.254
C 1.874 -0.401 -0.282
H 4.077 -2.175 3.626
H 4.283 -1.792 1.895
H 3.843 -3.442 2.390
H 1.782 -2.563 3.211
H 2.661 0.027 2.166
H 2.431 -0.426 3.886
H 1.035 -0.341 2.754
H 0.624 -2.182 1.250
H 1.825 -3.496 1.111
H 3.645 -3.325 -0.431
H 4.667 -2.181 -2.390
H 4.064 0.115 -2.958
H 2.077 1.040 -1.933

Cartesian forces (eV/Å) of the 6 atoms listed first:
-0.6 -0.3 0.2
0.0 0.0 0.1
-0.1 0.0 0.0
0.1 0.0 0.0
0.0 0.0 0.0
0.1 0.0 -0.1

Computed properties:
charge	+1
ΔE to the lowest compared entry with this formula, charge and spin	4.311	eV
multiplicity	4
<S²>	4.1150
highest occupied orbital energy (alpha / beta)	-8.12 / -9.60	eV

(2)
A structure of composition C34H33N3O4PdSTe. Source: OMol25; level of theory: ωB97M-V with the def2-TZVPD basis set.

CARTESIAN COORDINATES (ANGSTROEM)
Pd -1.708 0.027 0.250
C 3.949 -2.465 2.484
O 3.407 -1.173 2.815
C 4.176 -0.099 2.414
C 5.325 0.243 3.110
C 6.048 1.367 2.743
C 5.609 2.160 1.690
C 4.452 1.825 1.007
C 3.729 0.688 1.358
N 2.607 0.326 0.544
C 1.292 0.252 0.866
N 1.021 0.045 2.213
C -0.160 -0.034 2.892
C -1.440 -0.168 2.315
C -2.466 -0.515 3.154
C -2.279 -0.750 4.550
C -1.064 -0.552 5.137
C -0.005 -0.086 4.341
O 1.106 0.247 4.965
C 1.859 1.443 4.637
N 0.360 0.371 -0.017
C 0.695 0.597 -1.382
C 0.482 1.842 -1.956
C 0.759 2.050 -3.298
C 1.245 1.003 -4.064
C 1.455 -0.254 -3.507
C 1.174 -0.465 -2.166
O 1.324 -1.653 -1.517
C 1.834 -2.751 -2.275
H 3.270 -3.205 2.897
H 4.935 -2.584 2.930
H 4.018 -2.575 1.401
H 5.640 -0.377 3.940
H 6.949 1.626 3.281
H 6.165 3.042 1.405
H 4.104 2.440 0.186
H 2.758 0.478 -0.444
H 1.843 -0.282 2.728
H -3.463 -0.664 2.755
H -3.125 -1.056 5.151
H -0.906 -0.661 6.200
H 1.982 1.978 5.574
H 1.315 2.059 3.924
H 2.833 1.172 4.241
H 0.099 2.642 -1.333
H 0.601 3.023 -3.741
H 1.467 1.157 -5.111
H 1.832 -1.056 -4.126
H 1.878 -3.593 -1.592
H 2.835 -2.532 -2.650
H 1.172 -2.992 -3.109
Te -1.488 -2.561 -0.267
C -3.478 -2.961 -0.110
C -4.094 -4.190 -0.266
C -5.492 -4.118 -0.126
C -5.925 -2.843 0.130
S -4.641 -1.728 0.201
H -3.549 -5.102 -0.468
H -6.159 -4.963 -0.214
H -6.942 -2.513 0.273
C -4.266 3.428 -1.662
C -3.402 2.207 -1.676
O -3.047 1.703 -0.611
C -2.966 1.632 -2.971
C -2.924 2.409 -4.127
C -2.469 1.860 -5.315
C -2.080 0.530 -5.362
C -2.143 -0.261 -4.219
C -2.584 0.290 -3.032
H -4.690 3.563 -0.671
H -5.051 3.377 -2.414
H -3.645 4.299 -1.890
H -3.233 3.446 -4.099
H -2.430 2.467 -6.209
H -1.743 0.100 -6.296
H -1.867 -1.306 -4.266
H -2.676 -0.326 -2.143

Cartesian forces (eV/Å) of the 6 atoms listed first:
-0.1 0.2 0.2
0.0 0.0 0.0
0.0 0.0 0.0
-0.1 -0.1 0.0
0.0 0.1 0.0
0.0 0.0 0.0

Computed properties:
charge	+2
ΔE to the lowest compared entry with this formula, charge and spin	0.132	eV
multiplicity	5
<S²>	6.0389
highest occupied orbital energy (alpha / beta)	-12.80 / -13.60	eV

(3)
A structure of composition C34H33N4O8Ti. Source: OMol25; level of theory: ωB97M-V with the def2-TZVPD basis set.

CARTESIAN COORDINATES (ANGSTROEM)
Ti -0.182 0.164 0.128
C -0.166 -1.281 2.979
O 0.075 -1.386 1.593
C -0.026 -2.653 1.035
C -0.032 -3.833 1.751
C -0.126 -5.052 1.081
C -0.215 -5.076 -0.303
C -0.222 -3.901 -1.027
C -0.128 -2.657 -0.379
N -0.192 -1.442 -0.993
N -0.251 -1.466 -2.309
C -0.447 -0.352 -3.013
C -0.658 0.969 -2.488
O -0.720 1.220 -1.197
C -0.849 2.036 -3.388
C -0.893 1.860 -4.748
C -0.770 0.568 -5.305
C -0.914 0.329 -6.687
C -0.790 -0.934 -7.207
C -0.514 -2.012 -6.362
C -0.392 -1.810 -5.009
C -0.524 -0.534 -4.443
H -1.076 -1.827 3.259
H 0.683 -1.670 3.557
H -0.289 -0.216 3.188
H 0.041 -3.840 2.829
H -0.133 -5.971 1.648
H -0.282 -6.026 -0.816
H -0.329 -3.908 -2.101
H -0.978 3.022 -2.954
H -1.057 2.709 -5.401
H -1.151 1.165 -7.331
H -0.906 -1.100 -8.270
H -0.402 -3.004 -6.779
H -0.209 -2.634 -4.339
C 6.379 0.493 -1.893
O 6.162 1.524 -0.969
C 4.922 1.613 -0.368
C 4.779 2.657 0.550
C 3.591 2.836 1.211
C 2.467 2.003 0.986
C 1.220 2.168 1.625
C 0.930 3.256 2.634
O 0.234 1.372 1.366
C 2.618 0.933 0.028
O 1.648 0.102 -0.264
C 3.856 0.761 -0.605
H 7.415 0.605 -2.213
H 5.717 0.577 -2.762
H 6.245 -0.495 -1.437
H 5.622 3.310 0.726
H 3.519 3.647 1.920
H 1.754 3.951 2.744
H 0.706 2.809 3.602
H 0.040 3.796 2.312
H 3.924 -0.062 -1.301
C -4.838 2.077 -0.248
C -4.996 2.083 1.268
C -4.380 0.830 1.920
C -4.534 0.916 3.449
C -3.935 -0.304 4.140
C -5.162 -0.362 1.424
O -6.323 -0.573 1.714
N -4.466 -1.176 0.596
C -3.095 -1.085 0.235
O -2.700 -1.945 -0.526
N -2.339 -0.114 0.766
C -2.880 0.826 1.576
O -2.203 1.710 2.073
H -5.270 2.982 -0.670
H -5.347 1.220 -0.686
H -3.785 2.027 -0.527
H -6.056 2.112 1.531
H -4.500 2.959 1.691
H -5.598 0.989 3.678
H -4.031 1.819 3.797
H -4.308 -1.223 3.691
H -4.194 -0.311 5.195
H -2.853 -0.294 4.052
H -4.949 -1.972 0.192

Cartesian forces (eV/Å) of the 6 atoms listed first:
-2.8 -2.9 -1.7
-0.1 0.2 0.5
0.2 -0.8 0.1
0.1 -0.6 -0.8
0.0 0.1 0.1
0.0 0.0 0.0

Computed properties:
charge	-1
highest occupied orbital energy (alpha / beta)	-2.05 / -2.54	eV

(4)
A structure of composition C34H34BF12MnNO8P. Source: OMol25; level of theory: ωB97M-V with the def2-TZVPD basis set.

CARTESIAN COORDINATES (ANGSTROEM)
Mn 0.033 0.098 -0.204
C 2.411 5.071 -4.619
C 1.720 4.300 -3.563
C 0.472 4.703 -3.062
C -0.149 3.972 -2.095
C 0.420 2.764 -1.571
N -0.236 2.092 -0.608
C -1.098 2.828 0.159
C -0.728 4.129 0.580
C -1.560 4.887 1.362
C -2.810 4.402 1.759
C -3.744 5.209 2.584
C -3.169 3.090 1.380
C -2.342 2.308 0.619
C -2.708 0.891 0.224
O -1.538 0.143 0.166
C -3.611 0.169 1.269
F -3.575 -1.140 1.063
F -4.869 0.592 1.201
F -3.130 0.416 2.497
C -3.343 0.838 -1.202
F -2.472 1.401 -2.072
F -3.539 -0.416 -1.576
F -4.479 1.511 -1.260
C 1.643 2.299 -2.170
C 2.275 3.085 -3.093
C 2.231 0.940 -1.818
O 1.452 0.306 -0.866
C 2.187 0.001 -3.094
F 0.915 -0.429 -3.222
F 2.501 0.664 -4.205
F 2.991 -1.026 -2.974
C 3.673 1.065 -1.243
F 4.512 1.463 -2.201
F 4.082 -0.073 -0.735
F 3.645 1.997 -0.276
H 2.185 6.134 -4.560
H 2.056 4.725 -5.598
H 3.488 4.912 -4.600
H -0.008 5.588 -3.458
H -1.133 4.266 -1.758
H 0.259 4.494 0.325
H -1.240 5.868 1.688
H -3.416 6.240 2.681
H -3.831 4.770 3.583
H -4.749 5.189 2.158
H -4.133 2.718 1.701
H 3.224 2.786 -3.512
C 0.369 -5.913 2.036
C -0.202 -4.587 1.550
C -0.669 -3.763 2.747
C -1.369 -4.816 0.600
O 0.933 -3.899 0.922
P 1.023 -2.862 -0.252
O 2.390 -2.381 -0.490
O 0.106 -1.625 0.100
O 0.266 -3.445 -1.518
C 0.852 -4.390 -2.474
C -0.335 -5.017 -3.193
C 1.703 -3.603 -3.476
C 1.710 -5.443 -1.785
H -0.380 -6.450 2.614
H 1.245 -5.742 2.661
H 0.668 -6.532 1.190
H -1.333 -4.363 3.368
H -1.196 -2.873 2.411
H 0.195 -3.463 3.340
H -2.187 -5.280 1.150
H -1.079 -5.483 -0.210
H -1.723 -3.882 0.164
H -0.965 -4.243 -3.630
H -0.943 -5.597 -2.498
H 0.020 -5.679 -3.982
H 1.093 -2.841 -3.964
H 2.099 -4.282 -4.229
H 2.529 -3.127 -2.949
H 1.135 -5.969 -1.022
H 2.576 -4.984 -1.305
H 2.061 -6.171 -2.513
O 0.310 -0.350 2.711
B 0.516 0.519 1.704
O 0.801 1.787 2.124
C 0.783 1.702 3.515
C 0.989 2.689 4.452
C 0.875 2.301 5.782
C 0.581 0.987 6.139
C 0.376 -0.003 5.184
C 0.481 0.393 3.871
H 1.236 3.702 4.168
H 1.028 3.037 6.559
H 0.518 0.726 7.186
H 0.150 -1.024 5.459

Cartesian forces (eV/Å) of the 6 atoms listed first:
-0.7 -1.3 1.1
0.0 0.1 -0.1
-0.2 0.0 0.1
0.1 0.2 0.0
-0.1 0.3 -0.1
-0.1 -0.2 0.2

Computed properties:
charge	+2
highest occupied orbital energy (alpha / beta)	-13.94 / -13.94	eV

(5)
A structure of composition C34H34BIrN12O3. Source: OMol25; level of theory: ωB97M-V with the def2-TZVPD basis set.

CARTESIAN COORDINATES (ANGSTROEM)
Ir 1.112 -0.382 0.059
C 5.321 -0.698 -0.321
C 4.042 -1.230 -0.451
N 3.172 -0.451 0.182
N 3.856 0.561 0.765
C 5.154 0.440 0.443
B 3.051 1.514 1.708
N 2.240 0.599 2.652
C 2.466 0.353 3.951
C 1.626 -0.665 4.354
C 0.898 -0.995 3.215
N 1.260 -0.214 2.198
N 2.066 2.318 0.809
C 1.986 3.629 0.534
C 1.016 3.821 -0.431
C 0.536 2.547 -0.710
N 1.173 1.654 0.043
N 3.924 2.411 2.547
C 5.155 2.205 3.093
C 5.383 3.194 4.011
C 4.209 3.971 3.981
N 3.334 3.494 3.118
H 6.241 -1.090 -0.718
H 3.700 -2.108 -0.972
H 5.880 1.158 0.778
H 3.197 0.922 4.500
H 1.542 -1.098 5.334
H 0.133 -1.741 3.092
H 2.606 4.329 1.064
H 0.701 4.752 -0.865
H -0.235 2.232 -1.393
H 5.762 1.353 2.841
H 6.260 3.332 4.619
H 3.968 4.852 4.554
C -5.570 0.323 -1.233
C -5.147 -0.898 -2.001
C -5.973 -1.478 -2.956
C -5.584 -2.605 -3.664
C -4.355 -3.195 -3.407
C -3.519 -2.649 -2.446
C -3.907 -1.496 -1.770
N -3.056 -0.933 -0.775
C -1.739 -0.656 -0.902
N -1.297 -0.658 -2.195
C -0.057 -0.470 -2.728
C 1.101 -0.239 -1.921
C 2.262 0.177 -2.628
C 2.319 0.171 -3.990
C 1.181 -0.185 -4.750
C -0.010 -0.479 -4.151
C -1.236 -0.777 -4.971
N -0.980 -0.342 0.113
C -1.601 -0.589 1.399
C -1.886 -1.908 1.749
C -2.496 -2.192 2.959
C -2.820 -1.154 3.822
C -2.538 0.154 3.462
C -1.930 0.467 2.247
C -1.639 1.896 1.890
H -6.529 0.690 -1.594
H -4.839 1.128 -1.329
H -5.685 0.109 -0.167
H -6.940 -1.029 -3.151
H -6.246 -3.031 -4.405
H -4.056 -4.093 -3.931
H -2.582 -3.133 -2.192
H -3.456 -0.750 0.133
H -2.029 -0.845 -2.869
H 3.134 0.495 -2.081
H 3.237 0.441 -4.494
H 1.237 -0.183 -5.831
H -1.005 -0.704 -6.031
H -2.048 -0.072 -4.770
H -1.615 -1.787 -4.787
H -1.631 -2.703 1.059
H -2.713 -3.219 3.223
H -3.294 -1.361 4.772
H -2.790 0.962 4.139
H -1.931 2.558 2.703
H -2.179 2.204 0.991
H -0.578 2.043 1.700
O 1.399 -2.413 0.277
N 0.552 -3.283 -0.250
O 0.687 -4.428 0.093
O -0.361 -2.850 -0.944

Cartesian forces (eV/Å) of the 6 atoms listed first:
0.3 0.5 0.1
0.0 0.0 0.0
0.0 0.0 0.0
-0.1 0.1 -0.1
0.0 0.1 -0.2
0.0 -0.1 0.1

Computed properties:
charge	+1
ΔE to the lowest compared entry with this formula, charge and spin	0.222	eV
multiplicity	2
<S²>	0.7640
highest occupied orbital energy (alpha / beta)	-11.33 / -11.29	eV

(6)
A structure of composition C34H34ClCoI2N7O6. Source: OMol25; level of theory: ωB97M-V with the def2-TZVPD basis set.

CARTESIAN COORDINATES (ANGSTROEM)
Co 0.256 -0.174 0.703
O 0.046 -6.161 0.247
C 0.060 -4.817 0.334
C 0.688 -4.009 -0.613
C 0.650 -2.650 -0.417
N 0.074 -2.092 0.648
C -0.622 -2.851 1.504
C -0.623 -4.226 1.392
C -1.481 -2.116 2.545
O -1.701 -2.707 3.597
O -1.838 -0.954 2.186
C 1.085 -1.631 -1.439
O 1.769 -1.961 -2.395
O 0.620 -0.453 -1.191
H 0.518 -6.449 -0.542
H 1.168 -4.400 -1.501
H -1.176 -4.816 2.108
C -1.162 4.608 -1.974
C -0.670 3.373 -2.360
C -0.256 2.451 -1.410
C -0.337 2.789 -0.065
C -0.846 4.028 0.335
C -1.255 4.931 -0.624
N 0.089 1.836 0.903
N 0.266 2.301 2.045
C 0.610 1.340 3.006
C 0.902 1.758 4.292
C 1.249 0.797 5.226
C 1.295 -0.532 4.837
C 0.983 -0.859 3.529
N 0.639 0.059 2.630
H -1.489 5.316 -2.725
H -0.618 3.119 -3.408
H 0.122 1.483 -1.709
H -0.931 4.258 1.386
H -1.658 5.889 -0.322
H 0.849 2.810 4.530
H 1.481 1.081 6.243
H 1.551 -1.317 5.533
H 1.006 -1.887 3.196
C 5.438 -2.293 -1.039
C 6.695 -1.447 -1.291
C 7.413 -1.183 0.038
C 7.647 -2.306 -2.138
C 6.400 -0.085 -2.017
O 7.653 0.594 -2.219
C 5.770 -0.223 -3.422
C 4.254 -0.380 -3.588
C 3.468 0.853 -4.001
C 2.106 0.690 -4.272
C 1.324 1.746 -4.705
C 1.902 2.996 -4.864
Cl 0.941 4.326 -5.446
C 3.238 3.198 -4.578
C 4.012 2.124 -4.151
C 5.694 0.997 -1.153
N 4.580 0.650 -0.280
C 3.271 0.531 -0.526
N 2.630 0.231 0.590
C 3.620 0.196 1.517
N 4.811 0.457 1.038
H 5.733 -3.211 -0.525
H 4.948 -2.587 -1.968
H 4.706 -1.795 -0.406
H 7.704 -2.137 0.484
H 6.786 -0.661 0.756
H 8.318 -0.598 -0.128
H 7.893 -3.209 -1.577
H 8.588 -1.792 -2.340
H 7.206 -2.629 -3.080
H 8.086 0.205 -2.985
H 6.260 -1.059 -3.916
H 6.097 0.661 -3.971
H 3.795 -0.796 -2.692
H 4.058 -1.147 -4.341
H 1.664 -0.288 -4.130
H 0.275 1.599 -4.925
H 3.674 4.180 -4.699
H 5.061 2.307 -3.959
H 5.361 1.792 -1.818
H 6.451 1.410 -0.491
H 2.808 0.665 -1.491
H 3.461 -0.016 2.562
I -2.782 -0.324 -0.178
I -3.378 0.361 -2.696

Cartesian forces (eV/Å) of the 6 atoms listed first:
0.7 0.3 0.1
0.0 0.0 0.0
0.0 0.1 0.0
0.0 0.0 0.0
0.0 0.0 0.0
-0.2 -0.2 0.2

Computed properties:
charge	0
ΔE to the lowest compared entry with this formula, charge and spin	0.000	eV
multiplicity	2
<S²>	0.7609
highest occupied orbital energy (alpha / beta)	-8.41 / -8.42	eV

Computed largest force on an atom, in the same sequence as the records: 0.71, 0.45, 5.56, 3.67, 1.20, 0.72 eV/Å.